(1)
A 16-piece molecular cluster, H32O16 overall at a distorted geometry, computed with the ωB97M-V functional and the def2-TZVPD basis.

Results
HOMO energy (spin up / spin down): 0.3 / -7.7 eV
Charge: -1
Energy relative to the best compared isomer or geometry (same formula, charge and spin): 58.2 kcal per mole
Energy: -33277.1683 eV
Spin multiplicity: 2
Kohn-Sham gap (spin up / spin down): 2.0 / 10.0 eV

Last column: Löwdin charge in e.
Positions of all 48 atoms, in Å:
O1 2.94013 -4.32524 0.72358  -0.081
H1 2.48362 -5.15359 0.90677  0.018
H2 3.75333 -4.41712 1.20601  0.007
O2 -4.84388 2.28189 -1.60827  -0.076
H3 -5.73719 1.99082 -1.75999  0.017
H4 -4.16903 1.66492 -1.81417  -0.009
O3 -0.26378 4.47112 -1.99617  -0.062
H5 0.47011 5.08773 -1.92477  0.039
H6 -0.80545 4.79665 -2.72312  0.037
O4 -0.70079 -0.56507 3.14377  -0.114
H7 -1.44666 -0.80165 3.70218  0.015
H8 -0.82415 0.29794 2.73583  0.007
O5 -1.42492 -3.47691 0.30435  -0.085
H9 -1.80142 -4.32038 0.59536  0.033
H10 -0.61979 -3.67440 0.81935  0.013
O6 -2.68853 2.24295 4.58289  -0.133
H11 -3.62188 2.46473 4.49858  0.009
H12 -2.73909 1.51223 5.21488  0.006
O7 -4.18648 -2.02212 0.28624  -0.145
H13 -3.33974 -1.52828 0.41988  -0.027
H14 -4.69910 -1.20183 0.36152  0.003
O8 1.22409 -2.02840 -1.77991  -0.094
H15 1.00990 -2.80801 -2.32126  0.051
H16 0.46797 -2.19984 -1.18133  0.039
O9 2.34583 -0.15959 -3.17719  -0.070
H17 2.10753 -1.10609 -3.13020  0.005
H18 3.23586 -0.18354 -3.51700  0.001
O10 1.13708 -1.87500 1.84500  -0.094
H19 0.21991 -2.17770 1.84954  -0.011
H20 1.21742 -1.77654 2.77513  -0.004
O11 -2.38618 -0.11508 0.94122  -0.100
H21 -2.74680 0.24903 1.76040  0.027
H22 -2.37733 0.51335 0.21216  0.038
O12 -0.46232 1.79068 -4.77054  -0.061
H23 0.44485 1.50110 -4.82510  0.015
H24 -0.57119 2.45078 -4.10460  -0.006
O13 4.58711 -1.98559 -2.97392  -0.062
H25 4.33879 -2.55225 -2.24098  0.032
H26 3.87331 -1.41410 -3.26892  -0.029
O14 4.08357 -0.22443 1.77258  -0.073
H27 3.93536 0.49430 1.14266  0.021
H28 4.42054 -0.87080 1.14981  0.021
O15 -0.59466 4.81991 1.14315  -0.094
H29 0.01541 4.07303 1.23073  0.018
H30 -0.70257 4.63464 0.19306  -0.005
O16 1.40803 1.42903 1.31930  -0.072
H31 1.52574 0.72756 0.67662  0.016
H32 1.93246 1.40999 2.11838  0.022

Cartesian forces, eV/Å:
O -0.4113 -0.2504 -0.4090
H -0.1446 0.0547 -0.0603
H 0.6304 0.0957 0.3905
O -0.3790 2.0866 0.7170
H 0.0227 -0.7763 -0.2582
H 0.3596 -1.3127 -0.4711
O -0.0884 -0.1253 -0.0154
H 0.0944 0.0585 -0.0294
H -0.0374 0.0758 0.0883
O 0.4359 -0.4845 0.6042
H -0.2832 0.4880 -0.0662
H -0.2252 0.0049 0.0616
O 0.9381 -1.1435 0.9207
H -1.2541 0.0962 -0.6057
H 0.5003 1.0376 -0.4081
O -0.2414 -0.2455 0.3014
H -0.0782 0.2503 -0.2983
H 0.3424 -0.0581 -0.0698
O 0.3241 1.2280 0.0665
H 0.1085 -1.0761 0.0014
H -0.7341 -0.5075 -0.0878
O -1.3513 -1.6246 0.0855
H 0.6404 0.0921 -0.3643
H 0.4574 0.9460 0.4562
O -0.1104 -0.3592 -0.5105
H -0.5794 0.8011 0.4879
H 0.2543 1.0923 -0.3797
O -0.1466 -0.9570 -1.2747
H -0.1829 0.4747 -0.4648
H 0.5806 0.6140 1.3877
O 0.3561 -0.6291 -0.2477
H -0.1083 0.5083 -0.3152
H -0.1635 0.5249 0.3627
O -0.7658 -0.6098 -1.2120
H 0.4008 0.0859 0.4973
H 0.4035 0.4577 0.8317
O 1.1570 -0.1465 -0.6219
H -0.6682 0.2869 0.0715
H 0.0946 -1.0050 0.8336
O 0.2391 0.4513 -0.5303
H -0.2462 0.2928 0.3882
H 0.0304 -0.7046 0.1550
O 0.5896 -0.8385 -1.1117
H 0.1701 -0.0483 1.1290
H -0.7496 0.7884 -0.1060
O -0.9240 1.5692 -0.3969
H 0.4393 -0.5869 0.6916
H 0.3036 -0.9726 -0.2146

(2)
A 16-piece molecular cluster, H32O16 overall at a distorted geometry, computed with the ωB97M-V functional and the def2-TZVPD basis.

Results
HOMO energy: -9.7 eV
Energy relative to the best compared isomer or geometry (same formula, charge and spin): 108.4 kcal per mole
Energy: -33280.2331 eV
Kohn-Sham gap: 9.6 eV

Last column: Löwdin charge in e.
Positions of all 48 atoms, in Å:
O1 -4.56200 -18.57000 -10.71900  -0.035
H1 -4.51300 -19.08500 -9.92600  -0.023
H2 -4.39100 -17.68500 -10.47300  -0.030
O2 -6.70600 -20.31800 -9.87300  -0.025
H3 -6.55600 -20.84900 -9.15300  -0.059
H4 -6.01900 -20.63300 -10.50700  0.094
O3 -7.03900 -20.98800 -7.20500  0.007
H5 -7.43900 -21.74200 -6.83400  0.047
H6 -6.72700 -20.36600 -6.57700  -0.010
O4 -2.25700 -21.45100 -10.18900  -0.023
H7 -2.45900 -22.33400 -10.46100  0.025
H8 -2.68900 -21.36200 -9.38300  -0.067
O5 -1.04900 -18.56900 -5.54700  -0.064
H9 -0.07300 -18.72500 -5.38500  0.118
H10 -1.27400 -19.12600 -6.25500  -0.047
O6 -3.69100 -16.20800 -9.34500  -0.079
H11 -3.45800 -15.25000 -9.47500  0.102
H12 -4.39500 -16.31600 -8.65000  0.031
O7 -4.21000 -20.70300 -5.71100  -0.067
H13 -4.41300 -19.83100 -6.00200  -0.029
H14 -3.56000 -20.65300 -4.93500  0.115
O8 -1.82700 -20.44200 -7.29000  -0.039
H15 -1.35200 -21.25800 -7.46900  0.085
H16 -2.66300 -20.67200 -6.87800  0.004
O9 -6.56900 -18.78900 -5.22800  -0.018
H17 -6.56700 -19.20900 -4.35900  0.071
H18 -7.44100 -18.53100 -5.44900  0.038
O10 -3.49100 -17.57300 -5.59600  -0.033
H19 -3.45600 -17.17500 -4.73900  0.047
H20 -2.61400 -17.96600 -5.58000  -0.028
O11 -1.51200 -17.39800 -8.05900  -0.047
H21 -2.23500 -17.00800 -8.57600  0.010
H22 -1.53700 -17.06100 -7.17300  0.013
O12 -7.41800 -18.03200 -8.67600  -0.029
H23 -7.49700 -17.33900 -9.31400  0.055
H24 -7.23500 -18.88400 -9.07400  -0.004
O13 -5.59100 -16.58300 -7.38000  -0.035
H25 -6.21800 -17.05500 -7.88300  -0.032
H26 -6.01600 -16.59200 -6.53200  0.056
O14 -4.51100 -19.06100 -7.94400  -0.031
H27 -3.57000 -18.96800 -7.88700  0.033
H28 -4.79900 -18.25700 -7.54900  -0.009
O15 -4.32700 -21.76200 -8.31300  -0.072
H29 -4.69700 -21.00100 -7.80500  0.000
H30 -5.15300 -22.17600 -8.59800  0.046
O16 0.02100 -19.28200 -9.46300  -0.072
H31 0.58100 -19.84500 -8.95300  0.004
H32 -0.83300 -19.10800 -9.00100  0.004

Cartesian forces, eV/Å:
O -0.5120 -1.1750 -1.7015
H 0.0288 -0.1955 0.8056
H 0.5172 1.4743 0.4698
O 0.3067 0.7847 -3.6489
H 0.1267 -1.8555 3.1991
H -0.7612 0.9388 0.3344
O 0.1579 0.2891 -2.5115
H -0.5530 -1.0627 1.1457
H 0.3886 0.7168 1.4569
O 1.6896 0.2773 -2.1507
H -0.1797 -0.7502 -0.3450
H -1.4958 0.3482 2.2788
O 2.7457 1.1782 2.5856
H -1.8549 0.4002 -0.2868
H -0.2508 -1.8027 -2.1403
O -0.1233 0.9952 0.1061
H -0.6879 -1.4696 0.4493
H 0.8762 0.8242 -0.4861
O 1.8566 -1.7098 2.3018
H -0.1831 1.6720 -0.0693
H -1.5831 0.2568 -1.6551
O 0.4362 0.3226 -0.2055
H -0.1153 -0.0837 -0.1391
H -0.5421 -0.6149 0.2602
O 1.6182 -0.4658 0.1417
H -0.2180 0.1547 -0.1682
H -1.5559 0.3112 -0.1147
O -0.2965 -0.2351 -0.3303
H -0.5183 0.6739 0.9080
H 0.4987 -0.1996 -0.2440
O 0.0259 -0.5766 -0.7642
H -0.0552 0.2968 0.1693
H -0.1928 0.3895 0.5157
O -0.3921 0.7114 1.8608
H -0.1830 0.0594 -1.0754
H 0.4004 -0.4520 -1.0140
O 1.3321 1.2186 0.6775
H -1.7965 -1.4055 -1.6545
H 0.2191 0.2110 1.0361
O -0.1794 -1.3209 -0.2451
H 1.3381 -0.0360 -0.2312
H -0.7554 1.4853 0.7374
O -1.0165 0.3205 0.2965
H 0.6074 -0.5691 -0.4287
H 0.4407 -0.3350 -0.0052
O -0.9668 0.8074 -0.6368
H 0.1048 -0.5185 0.6737
H 1.2527 -0.2847 -0.1580

(3)
H33O17 as an isolated structure at a distorted geometry, computed with the ωB97M-V functional and the def2-TZVPD basis.

Results
HOMO energy (spin up / spin down): -11.6 / -11.6 eV
Energy relative to the best compared isomer or geometry (same formula, charge and spin): 25.4 kcal per mole
Energy: -35338.1811 eV
Spin multiplicity: 2
Kohn-Sham gap (spin up / spin down): 10.2 / 5.4 eV

Last column: Löwdin charge in e.
Positions of all 50 atoms, in Å:
O1 -0.77054 -4.96515 -0.61018  -0.046
H1 -1.52043 -5.38913 -0.18779  0.046
H2 -1.04012 -4.56374 -1.43805  0.031
O2 -3.42937 0.64486 0.24094  -0.038
H3 -2.45877 0.49108 0.31142  0.015
H4 -3.58281 0.96408 -0.65604  0.078
O3 1.33823 -0.05001 -4.62569  -0.035
H5 2.00994 -0.51154 -5.14438  0.063
H6 1.84642 0.70474 -4.31023  0.023
O4 -1.23302 -1.27866 -4.10621  -0.053
H7 -1.77914 -0.99633 -3.36366  0.017
H8 -0.33312 -1.05927 -3.83890  -0.013
O5 -5.68168 -1.00574 1.27822  -0.059
H9 -5.05556 -1.25359 0.59450  0.010
O6 -2.16595 2.08798 5.27023  -0.047
H10 3.69988 1.41525 0.91487  0.001
H11 -1.26625 2.13801 4.94734  0.019
O7 1.29657 0.68213 0.47527  -0.054
H12 0.41884 -2.27835 -1.01700  0.075
H13 1.66156 -0.19975 0.55290  0.043
O8 2.41507 -3.55387 -0.60774  -0.040
H14 1.84337 -3.04620 -0.00455  0.001
H15 -5.46930 -0.11428 1.56213  0.020
O9 -1.10817 -0.39804 0.13463  -0.067
H16 0.37195 0.62552 0.17946  0.018
H17 -1.43929 -0.91467 -0.62052  0.070
O10 4.22359 -1.46697 -2.95345  -0.053
H18 3.37594 -1.88289 -3.17112  0.022
H19 3.88413 -0.97762 -2.19177  0.025
O11 0.28102 -2.26066 -0.05576  -0.012
H20 -0.23539 -1.35122 0.25895  0.019
H21 -3.59780 2.35535 0.77539  -0.023
O12 -1.05320 5.37824 -0.37182  -0.053
H22 -0.55644 4.56711 -0.47113  0.016
H23 -1.99918 5.23262 -0.44112  0.025
O13 -3.55996 3.26522 1.12277  -0.069
H24 -2.76439 3.29227 1.66733  0.032
H25 -2.62863 1.27876 5.05229  0.030
O14 0.62774 -2.28366 3.93565  -0.064
H26 0.44392 -1.56235 4.56945  0.044
H27 0.96857 -1.59652 3.33569  0.018
O15 4.48884 1.51484 1.45204  -0.039
H28 4.32253 1.56202 2.39369  0.037
H29 1.91163 -4.33966 -0.85649  0.041
O16 3.29645 2.46694 -2.80136  -0.035
H30 3.01112 1.58392 -3.06445  -0.003
H31 2.70763 2.58104 -2.04304  0.036
O17 1.58331 1.62481 2.96113  -0.061
H32 0.67675 1.33677 2.85268  0.013
H33 2.02352 1.50630 2.11345  -0.023

Cartesian forces, eV/Å:
O 0.6824 0.0823 0.1208
H -0.1964 0.0631 -0.2404
H -0.4665 -0.2477 -0.0100
O 0.3259 -0.1389 -0.2775
H -0.8250 0.2320 0.1890
H -0.0293 -0.0309 -0.1009
O 0.5498 -0.0876 0.1455
H -0.2224 -0.1960 -0.1175
H -0.3199 0.2349 -0.0497
O -0.1693 -0.2065 0.5882
H -0.0998 0.0043 -0.2619
H 0.2203 0.2618 -0.3965
O -0.4484 -0.3996 0.1600
H 0.1303 0.3382 0.0989
O -0.4548 0.7975 0.4764
H -0.1971 0.0967 0.4675
H -0.0208 -0.5564 -0.1922
O 0.2857 0.6007 -0.4536
H -0.0152 0.2003 0.0468
H -0.1724 -0.3427 -0.1358
O -0.0913 0.2596 -0.2621
H 0.4122 -0.6246 0.0602
H 0.2524 0.0360 -0.1944
O 0.4182 -1.1165 -0.7525
H 0.5609 -0.2053 0.0979
H -0.6975 0.4269 -0.0438
O -1.2227 0.2565 0.2238
H 0.4143 -0.4863 -0.4629
H 0.8030 0.2222 0.2525
O -0.5287 0.8703 0.2581
H 0.4333 -0.5943 0.2597
H 0.0233 0.3707 0.4594
O 0.3179 0.7803 0.1124
H -0.3961 -0.2825 -0.0682
H 0.0355 -0.5364 0.0142
O 0.1630 -0.0381 -0.2225
H -0.1699 0.0722 0.0229
H 0.5044 -0.2308 -0.2858
O 0.0864 2.2302 0.0441
H -0.4457 -1.1490 0.9016
H 0.4127 -1.0149 -0.9292
O 0.8019 -0.0587 -0.5447
H -0.6047 -0.0252 0.0045
H 0.0097 -0.0153 0.2770
O -0.7099 -0.4970 0.2705
H 0.5767 -0.0609 -0.2150
H 0.2448 0.5192 0.1015
O 0.4257 0.2099 0.9226
H 0.0214 -0.0254 -0.3688
H -0.6084 0.0012 0.0096

(4)
A 17-piece molecular cluster, H34O17 overall at a distorted geometry, computed with the ωB97M-V functional and the def2-TZVPD basis.

Results
HOMO energy: -10.2 eV
Energy relative to the best compared isomer or geometry (same formula, charge and spin): 41.0 kcal per mole
Energy: -35360.2332 eV
Kohn-Sham gap: 9.7 eV

Last column: Löwdin charge in e.
Positions of all 51 atoms, in Å:
O1 0.49669 -0.95974 -3.47255  -0.075
H1 0.23151 -0.02771 -3.42705  0.024
H2 0.07891 -1.33699 -2.66306  -0.003
O2 -0.05027 0.44017 2.94755  -0.066
H3 -0.61090 1.16288 2.66927  -0.007
H4 0.82714 0.82668 2.71896  0.005
O3 -1.52873 -1.24483 1.43661  -0.057
H5 -2.28947 -1.54616 1.96718  0.107
H6 -1.08094 -0.68029 2.05143  0.002
O4 3.04497 -1.05408 -1.63329  -0.025
H7 3.09064 -0.41197 -0.92400  -0.027
H8 2.21300 -1.46526 -1.61410  -0.043
O5 -1.99218 -1.16436 -2.10806  -0.030
H9 -2.71409 -1.64428 -2.49150  0.065
H10 -1.95126 -0.32324 -2.56645  0.057
O6 3.66885 0.83060 0.16802  -0.014
H11 3.18111 1.47742 -0.28873  -0.003
H12 4.32241 1.29111 0.72632  0.099
O7 -1.91010 1.85481 1.53412  -0.056
H13 -2.42787 1.51645 0.77451  0.000
H14 -2.25267 2.72783 1.46070  0.039
O8 -1.72968 3.36344 -0.91261  -0.069
H15 -0.96914 3.07194 -0.41059  -0.018
H16 -1.31350 3.78690 -1.71256  0.092
O9 -3.68445 -2.24980 -0.26132  -0.042
H17 -2.74700 -2.00767 -0.10792  -0.002
H18 -4.04231 -1.97261 0.56468  0.021
O10 0.75663 -2.73534 -1.27081  -0.039
H19 1.59705 -3.07208 -1.02861  0.034
H20 0.11948 -3.20747 -0.71323  0.023
O11 0.46918 -0.13751 -0.09075  -0.023
H21 -0.36412 -0.45392 0.27464  0.021
H22 0.40846 0.75213 0.18755  -0.001
O12 -3.21287 1.01290 -0.63293  -0.056
H23 -2.88662 1.79262 -1.10889  0.030
H24 -2.80448 0.15602 -0.85197  0.015
O13 2.03860 1.49239 -2.06075  -0.035
H25 2.35280 0.93980 -2.77143  0.049
H26 1.74730 0.77075 -1.55037  -0.047
O14 1.83515 -1.71591 1.62335  -0.018
H27 1.20498 -2.12458 2.16286  -0.001
H28 1.43805 -1.09761 1.02675  -0.042
O15 0.64451 2.79869 0.54023  -0.032
H29 0.52511 3.00578 1.46754  0.058
H30 1.49337 3.14281 0.26642  0.064
O16 2.37338 1.54460 2.61155  -0.018
H31 2.69476 1.33778 1.74751  -0.012
H32 2.51809 2.48562 2.75477  0.071
O17 -1.11335 -3.76360 0.70268  -0.051
H33 -0.51494 -4.31838 1.13808  0.019
H34 -1.18118 -2.86677 1.15026  0.017

Cartesian forces, eV/Å:
O -0.5206 0.4501 0.6165
H 0.2306 -0.2914 -0.1657
H 0.5284 -0.0509 -0.6855
O 0.5521 0.1622 -0.0389
H -0.9940 0.3162 -0.0816
H -0.0468 -0.7978 0.4722
O -1.8327 -1.2399 -0.0939
H 0.1677 0.2468 -0.3940
H 1.4785 1.2395 1.2091
O 2.0030 0.5378 -0.6599
H 0.2367 -0.5408 0.3482
H -1.9251 -0.5932 0.0397
O 0.6644 0.5246 0.6728
H -0.7123 -0.4528 -0.2907
H 0.0222 -0.0126 -0.3899
O 1.2764 -0.5440 2.1535
H -0.7709 1.5922 -1.5436
H -0.1208 -0.4325 -0.5870
O 0.0394 -0.3253 -0.0012
H 0.0002 -1.1449 -0.2511
H -0.1890 1.6324 0.5908
O 0.1421 0.9522 -1.8825
H 0.6201 -0.2683 0.4487
H -0.7838 -0.5778 1.1845
O 1.2607 0.1002 -0.2908
H -0.5449 -0.4111 -0.7342
H -1.1022 0.2154 0.8573
O -1.2729 0.1620 -0.4778
H 1.2746 -0.6565 0.4777
H -0.1634 0.0841 0.0881
O -0.1170 -0.7600 -0.5648
H -0.1777 -0.7090 -0.4434
H 0.2368 2.1614 0.4809
O -0.6252 -0.0860 0.6461
H 0.4632 -0.4822 -0.2449
H 0.0155 0.5247 -0.4853
O 0.1904 1.6984 -0.5530
H 0.7356 -0.0257 -0.9736
H -1.3068 -1.4265 1.4950
O 2.7034 -0.2449 -0.1895
H -1.5751 -0.5606 1.0411
H -0.8299 0.4959 -0.6270
O -0.2372 -0.2270 -0.3730
H -0.0020 0.0151 0.2359
H 0.2438 0.2574 -0.1335
O -0.2959 0.6626 1.3137
H 0.4893 -0.6093 -1.1819
H 0.1001 -0.0978 0.0908
O -1.5612 2.0591 -0.8952
H 1.3467 -1.0437 1.2806
H 0.6855 -1.4776 -0.5102